Computed, not measured: a single C20H28N4O4 molecule, with wB97M-V/def2-TZVPD.

Geometry as XYZ:
```
56
Properties=species:S:1:pos:R:3:forces:R:3
C -5.04260 -3.73965 2.31526 0.0 0.0 0.0
C -4.24399 -2.51988 2.75339 0.0 0.0 0.0
C -3.90594 -2.58572 4.24649 0.0 0.0 0.0
C -5.04776 -1.25126 2.48939 0.0 0.0 0.0
O -6.26434 -1.27076 2.47518 0.0 0.0 0.0
N -4.35484 -0.06985 2.36432 0.0 0.0 0.0
C -5.10702 1.10869 1.96591 0.0 0.0 0.0
C -2.94286 -0.02960 2.09841 0.0 0.0 0.0
C -2.60355 -0.42637 0.65851 0.0 0.0 0.0
O -3.43677 -0.90461 -0.08878 0.0 0.0 0.0
N -1.31259 -0.23359 0.29331 0.0 0.0 0.0
C -0.86409 -0.44654 -1.07976 0.0 0.0 0.0
C 0.26002 0.58411 -1.28605 0.0 0.0 0.0
C 1.40040 0.00214 -2.11307 0.0 0.0 0.0
N 2.43527 0.97313 -2.41875 0.0 0.1 0.1
C 3.58794 1.07176 -1.70785 0.0 -0.1 -0.2
O 3.86032 0.33392 -0.77682 0.0 0.0 0.0
C 4.50533 2.15084 -2.17567 0.1 0.0 0.2
C 4.42323 3.54077 -1.89571 -0.1 0.0 -0.1
N 5.43886 4.19877 -2.36793 0.0 0.0 0.0
O 6.24176 3.24555 -2.97115 0.0 0.0 0.0
C 5.68761 2.03337 -2.84010 0.0 0.0 0.0
C 6.45537 0.91125 -3.38747 0.0 0.0 0.0
C 6.69412 -0.31451 -2.53223 0.0 0.0 0.0
C 5.77629 -0.39662 -3.70624 0.0 0.0 0.0
C 0.69997 0.97121 0.12604 0.0 0.0 0.0
C -0.18111 1.91048 0.90422 0.0 0.0 0.0
C -0.30575 0.42153 1.08650 0.0 0.0 0.0
H -5.27057 -3.69266 1.25089 0.0 0.0 0.0
H -4.47108 -4.64871 2.51031 0.0 0.0 0.0
H -5.98542 -3.79193 2.85757 0.0 0.0 0.0
H -3.31994 -2.49594 2.17387 0.0 0.0 0.0
H -3.32693 -1.72198 4.57918 0.0 0.0 0.0
H -4.82573 -2.61484 4.83303 0.0 0.0 0.0
H -3.33303 -3.48737 4.46745 0.0 0.0 0.0
H -6.11157 1.03910 2.36939 0.0 0.0 0.0
H -4.61652 1.99911 2.36101 0.0 0.0 0.0
H -5.17330 1.18394 0.87650 0.0 0.0 0.0
H -2.57977 0.98319 2.28518 0.0 0.0 0.0
H -2.39077 -0.67775 2.78099 0.0 0.0 0.0
H -0.47994 -1.46586 -1.19903 0.0 0.0 0.0
H -1.70466 -0.32763 -1.76026 0.0 0.0 0.0
H -0.13441 1.46220 -1.80689 0.0 0.0 0.0
H 1.87354 -0.81603 -1.56870 0.0 0.0 0.0
H 1.01244 -0.39804 -3.05207 0.0 0.0 0.0
H 2.30147 1.61463 -3.18199 0.0 0.0 0.0
H 3.65026 4.07452 -1.36386 0.0 0.0 0.0
H 7.26215 1.22343 -4.03594 0.0 0.0 0.0
H 7.66837 -0.77581 -2.60538 0.0 0.0 0.0
H 6.24434 -0.31314 -1.54931 0.0 0.0 0.0
H 4.71503 -0.47036 -3.51324 0.0 0.0 0.0
H 6.11151 -0.91476 -4.59319 0.0 0.0 0.0
H 1.75335 0.92570 0.36400 0.0 0.0 0.0
H 0.27314 2.48169 1.70247 0.0 0.0 0.0
H -0.98543 2.40709 0.37469 0.0 0.0 0.0
H -0.00981 -0.05035 2.01397 0.0 0.0 0.0
```
Forces are in eV/Å.

Strongest force on any atom: 0.202 eV/Å
HOMO level: -9.1 eV
HOMO-LUMO gap: 9.5 eV
Relative energy (zero: lowest compared OMol25 entry of this formula, charge and spin): 358.12 kJ/mol
Structure (SMILES): CC(C)C(=O)N(C)CC(=O)N1C[C@H](CNC(=O)c2cnoc2C2CC2)[C@H]2C[C@H]21

Computed, not measured: a molecular structure, C19H34N8O8S3Ta at a distorted geometry, with wB97M-V/def2-TZVPD.

Geometry as XYZ:
```
73
Properties=species:S:1:pos:R:3:forces:R:3
Ta -0.84878 0.70410 1.01138 -3.9 1.2 -1.1
O -1.58438 0.07940 3.15968 0.7 0.7 -0.9
N -2.22308 -1.05230 3.38628 -0.1 -0.6 -0.2
C -2.18558 -1.56730 4.62718 0.0 -0.2 0.3
C -2.84758 -2.72790 4.93878 0.1 0.2 0.0
C -3.57898 -3.37560 3.94078 0.1 0.3 -0.3
C -3.60418 -2.83490 2.67558 0.0 -0.2 0.5
C -2.90288 -1.65980 2.37688 0.1 0.5 -0.1
S -2.89838 -0.93630 0.83358 0.3 0.1 -0.4
H -1.61798 -0.98600 5.33878 0.0 0.0 -0.1
H -2.80228 -3.10750 5.94598 0.0 0.0 0.1
H -4.12318 -4.28010 4.15938 0.0 -0.1 0.0
H -4.16328 -3.29260 1.88008 -0.1 -0.1 -0.2
N -1.00438 2.60020 -0.81002 0.0 -0.7 0.4
N -1.91088 3.51520 -0.23962 0.2 0.1 -0.3
C -2.33808 3.22320 1.05028 0.0 1.2 -0.3
O -2.76948 4.09690 1.76718 -0.1 -0.2 0.1
O -2.24058 1.95510 1.33898 -1.5 0.8 0.9
H -0.05498 2.99530 -0.80672 -0.3 -0.1 0.0
H -1.30028 2.31950 -1.74722 0.1 0.0 0.4
H -1.73778 4.50090 -0.42232 -0.1 -0.4 0.1
O 1.67462 0.26590 2.46878 0.5 0.1 0.3
S 1.41712 -0.28920 1.16618 3.8 -2.0 1.4
O 2.44112 -1.10110 0.57618 0.0 0.1 0.1
O 1.00402 0.83940 0.25128 0.4 1.0 -0.4
O 0.10112 -1.03980 1.23748 0.1 -1.3 0.3
C 0.90802 4.84850 5.01328 -0.2 0.0 0.1
N 0.87172 4.28760 3.68978 0.0 -0.1 0.1
C 1.31972 4.98160 2.51248 0.0 0.0 -0.4
C 0.88022 4.00500 1.40848 0.2 0.4 0.2
O 1.06942 4.16910 0.21938 0.2 0.2 -0.2
N 0.22352 2.97950 1.99108 -0.5 -1.5 -0.2
C 0.21722 3.17230 3.31068 0.2 0.5 0.2
N -0.38878 2.36690 4.16228 0.2 0.2 -0.1
H 1.64742 5.64620 5.02698 0.0 0.0 0.1
H 1.20392 4.09620 5.74888 0.0 0.1 0.0
H -0.06128 5.27280 5.29548 0.0 0.0 0.0
H 2.39942 5.14540 2.50828 0.0 -0.1 -0.1
H 0.81582 5.94310 2.37228 0.0 -0.1 0.0
H -0.77768 1.49720 3.80808 -0.2 -0.1 0.4
H -0.34838 2.54510 5.14958 0.0 -0.1 -0.1
C 1.50982 0.67030 -4.83382 0.2 0.0 -0.2
C 2.76452 -0.16630 -5.06312 -0.1 -0.1 0.1
C 3.01212 -1.24550 -4.00332 0.2 0.3 0.0
C 3.11362 -0.69910 -2.57052 0.1 -0.4 -0.3
N 1.80232 -0.32470 -2.09652 0.1 -0.1 0.4
C 0.80642 -1.16080 -1.76822 0.2 0.0 -1.0
S -0.75768 -0.52850 -1.76512 -1.0 0.5 0.3
N 1.05112 -2.47240 -1.66362 0.4 0.7 0.2
C 0.08142 -3.44550 -1.21202 -0.3 -0.6 -0.1
C -0.17658 -4.51640 -2.27922 -0.3 0.1 0.2
C -1.26208 -4.14350 -3.29122 0.3 -0.1 -0.1
C -0.84148 -3.04850 -4.26432 -0.1 -0.1 0.1
H 1.30882 1.28740 -5.70742 0.0 0.1 -0.1
H 1.63122 1.33420 -3.98382 -0.1 0.1 0.1
H 0.64722 0.03440 -4.65282 -0.2 0.0 0.1
H 3.63212 0.49600 -5.11492 0.1 0.0 -0.1
H 2.67582 -0.66570 -6.03132 0.1 0.0 0.0
H 3.94232 -1.76080 -4.25372 0.0 -0.1 0.1
H 2.19862 -1.97130 -4.04172 0.0 -0.1 0.0
H 3.73662 0.19620 -2.56222 0.0 0.0 0.1
H 3.58252 -1.43160 -1.90062 0.0 0.2 0.0
H 1.64332 0.63130 -1.81732 -0.1 -0.2 -0.2
H 2.01622 -2.70430 -1.47672 0.0 0.0 -0.1
H -0.84728 -2.92900 -0.95942 0.2 0.0 0.0
H 0.46762 -3.90920 -0.29962 0.0 0.1 0.0
H -0.47798 -5.43320 -1.76792 0.1 -0.1 0.0
H 0.75862 -4.71560 -2.80872 0.1 -0.2 0.0
H -2.15098 -3.81680 -2.74832 -0.1 -0.1 0.0
H -1.51808 -5.04540 -3.85362 -0.1 0.0 0.0
H -0.74128 -2.10270 -3.74222 0.1 0.1 -0.1
H -1.59268 -2.92160 -5.03992 -0.1 0.1 -0.1
H 0.10272 -3.29240 -4.74832 0.1 0.0 -0.1
```
Forces are in eV/Å.

Strongest force on any atom: 4.536 eV/Å
HOMO level (spin up / spin down): -6.8 / -7.7 eV
2S+1: 2
HOMO-LUMO gap (spin up / spin down): 7.2 / 8.1 eV
Relative energy (zero: lowest compared OMol25 entry of this formula, charge and spin): 81.64 kJ/mol

Computed, not measured: 2 unconnected molecules or ions with the total composition C45H54N3O2 at a distorted geometry, with wB97M-V/def2-TZVPD.

Geometry as XYZ:
```
104
Properties=species:S:1:pos:R:3:forces:R:3
C -1.10304 2.06259 -2.84474 0.2 0.4 0.0
C -1.71306 0.72010 -2.50825 -0.1 0.0 0.5
C -2.14955 -0.03340 -3.76573 -0.3 -0.1 0.0
C -2.86854 0.89178 -1.52086 0.3 -0.2 -0.2
C -3.99318 1.62242 -1.92720 -0.1 -0.1 0.3
C -5.15486 1.59796 -1.16211 0.1 0.0 0.2
C -5.21238 0.79907 -0.01342 0.0 0.2 -0.2
C -4.10174 0.07591 0.41657 0.1 0.2 0.5
C -4.18722 -0.83018 1.64203 0.1 -0.3 -0.3
C -5.58183 -1.41027 1.87115 -0.1 0.1 -0.1
C -3.68057 -0.10700 2.87963 0.1 0.2 0.2
C -2.88702 0.23406 -0.27939 -1.1 0.1 -0.5
N -1.72984 -0.48329 0.17302 1.4 -1.2 0.3
N -1.82807 -1.83322 0.17463 1.8 0.2 -1.6
N -0.56544 -2.28030 0.32641 -1.7 1.7 0.0
C -0.23850 -3.66145 0.00903 -0.2 -0.7 0.0
C 0.53779 -3.94894 -1.12763 0.1 0.2 -0.3
C 0.83638 -2.89103 -2.18681 -0.1 0.2 0.6
C 0.03949 -3.15670 -3.46289 -0.2 -0.2 -0.1
C 2.32684 -2.75457 -2.47491 0.3 0.0 -0.2
C 0.95001 -5.26847 -1.35331 -0.2 0.1 0.3
C 0.52999 -6.29180 -0.50426 0.0 0.0 0.1
C -0.35146 -6.00776 0.54339 0.2 0.0 -0.3
C -0.76937 -4.69718 0.78870 0.1 -0.1 0.5
C -1.74932 -4.41653 1.91988 0.0 0.3 -0.3
C -1.04545 -4.46116 3.27182 0.2 -0.1 0.1
C -2.96914 -5.33895 1.87015 0.0 -0.1 -0.1
C 0.29468 -1.23464 0.54822 -0.4 -2.1 0.0
C 1.69896 -1.49312 0.85718 1.1 0.0 0.1
C -0.39935 -0.05497 0.45344 -1.0 0.0 0.1
C 0.13159 1.21666 0.75544 -0.3 0.7 0.8
H -0.72770 2.53470 -1.93023 -0.1 0.0 -0.2
H -0.25979 1.94717 -3.53322 -0.2 0.0 0.0
H -1.83804 2.74117 -3.29643 0.1 -0.2 0.0
H -0.94917 0.12372 -2.00116 0.1 0.0 -0.2
H -2.60123 -0.99872 -3.50105 0.1 0.2 -0.1
H -2.89296 0.55453 -4.32118 0.2 -0.2 0.1
H -1.29430 -0.22853 -4.42622 -0.2 0.1 0.2
H -3.95327 2.20085 -2.85538 -0.1 -0.3 0.3
H -6.02905 2.17964 -1.46247 0.3 -0.2 0.1
H -6.13746 0.75110 0.56693 0.3 0.0 -0.3
H -3.52315 -1.68140 1.44821 -0.3 0.2 0.1
H -5.96721 -1.88010 0.95880 0.0 0.1 0.2
H -5.54554 -2.17752 2.65426 0.0 0.2 -0.1
H -6.27997 -0.62815 2.19473 0.0 -0.2 0.0
H -2.67129 0.28687 2.71494 -0.1 0.0 0.1
H -4.34449 0.73448 3.11883 0.2 -0.1 0.0
H -3.65432 -0.78940 3.73623 0.0 0.1 -0.1
H 0.48750 -1.94125 -1.76901 0.1 0.0 -0.2
H -1.02991 -3.26771 -3.23485 0.3 0.0 -0.1
H 0.15508 -2.32245 -4.16731 0.0 -0.2 0.1
H 0.38459 -4.08203 -3.95164 -0.1 0.3 0.1
H 2.91890 -2.69875 -1.55180 -0.1 -0.1 -0.3
H 2.69385 -3.61498 -3.05592 0.0 0.3 0.1
H 2.51289 -1.83716 -3.05270 0.0 -0.3 0.1
H 1.58858 -5.48634 -2.21544 -0.3 0.1 0.3
H 0.86997 -7.31975 -0.67532 -0.2 0.4 0.1
H -0.71820 -6.81907 1.18321 0.1 0.4 -0.3
H -2.10869 -3.39679 1.74559 -0.1 -0.3 0.3
H -0.19180 -3.77059 3.28097 -0.1 -0.1 0.1
H -1.73589 -4.17076 4.07249 0.1 -0.1 -0.1
H -0.66696 -5.47303 3.48295 -0.1 0.3 0.0
H -3.46819 -5.24814 0.89567 0.1 -0.1 0.2
H -2.68573 -6.39155 2.01847 -0.2 0.3 0.0
H -3.68466 -5.05545 2.65283 0.2 -0.1 -0.2
H 2.18006 -0.55619 1.15239 0.0 -0.2 -0.1
H 1.82941 -2.22541 1.67206 -0.1 0.3 -0.3
H 2.22932 -1.87937 -0.02388 -0.1 0.1 0.4
H 0.65085 1.23072 1.74530 -1.0 0.3 -0.9
H -0.37607 2.08437 0.31699 0.1 -0.2 0.8
C 3.40163 6.70332 5.40879 -0.3 0.4 -0.1
C 3.52414 5.18488 5.25187 0.2 -0.3 0.3
C 3.08372 4.94382 3.83950 -0.3 0.4 -0.8
C 2.91185 6.20782 3.21387 -0.2 -0.2 0.8
O 3.08807 7.26496 4.06104 0.2 -1.6 -0.3
C 2.56348 6.29139 1.85462 0.3 0.5 0.4
C 2.40557 5.11936 1.14847 0.2 -0.4 -0.1
C 2.50818 3.81956 1.74863 -1.0 0.3 0.3
C 2.37809 2.59451 1.01038 1.7 0.0 0.2
C 2.51590 2.53811 -0.41709 -0.7 -0.5 -1.4
C 3.41463 1.60318 -1.00584 0.1 0.8 0.2
C 3.54948 1.56635 -2.38118 -1.0 0.5 0.0
C 2.69947 2.35572 -3.18429 -0.2 -0.4 0.5
O 2.74706 2.04180 -4.50439 0.9 -0.1 0.5
C 3.77963 0.99364 -4.66199 -0.4 0.1 -0.5
C 4.39991 0.73669 -3.28784 0.6 -0.2 0.1
C 1.79483 3.27606 -2.63274 0.5 -0.4 -0.6
C 1.66388 3.30988 -1.26296 1.0 0.2 0.6
C 2.81335 3.78210 3.14292 0.5 0.2 0.1
H 2.56966 6.95991 6.07879 0.2 0.1 -0.4
H 4.31706 7.18408 5.77692 -0.3 -0.1 -0.3
H 4.56001 4.86004 5.42875 -0.3 0.0 -0.1
H 2.87167 4.65480 5.95102 0.2 0.1 0.0
H 2.48125 7.27658 1.38961 0.0 -0.4 0.0
H 2.27063 5.18794 0.07425 -0.1 0.0 0.3
H 2.70926 1.70393 1.56753 -0.2 0.5 -0.3
H 4.05620 0.99198 -0.36426 -0.2 0.1 -0.2
H 3.28619 0.09429 -5.05382 0.0 0.4 0.0
H 4.51243 1.35293 -5.39626 -0.3 -0.1 0.2
H 5.44688 1.06936 -3.27605 -0.2 -0.1 0.1
H 4.39152 -0.32340 -3.01366 0.0 0.1 -0.1
H 1.21159 3.90270 -3.29920 -0.1 -0.2 0.2
H 0.88793 3.93327 -0.80714 0.3 -0.2 -0.2
H 2.95213 2.82409 3.64590 -0.2 0.1 -0.2
```
Forces are in eV/Å.

Strongest force on any atom: 2.452 eV/Å
HOMO level: -8.8 eV
HOMO-LUMO gap: 4.6 eV
Charge: +1
Relative energy (zero: lowest compared OMol25 entry of this formula, charge and spin): 78.10 kJ/mol

Computed, not measured: 2 unconnected molecules or ions with the total composition C4H11NO2 at a distorted geometry, with wB97M-V/def2-TZVPD.

Geometry as XYZ:
```
18
Properties=species:S:1:pos:R:3:forces:R:3
C 0.00000 0.00000 0.00000 0.2 -0.1 -0.5
C 0.43515 -1.05951 -1.05353 0.2 -0.6 -0.1
O 0.05269 -2.21680 -0.94203 0.0 0.4 0.0
N 1.19821 -0.68526 -2.13717 0.5 -0.6 0.7
C 1.78949 0.61220 -2.27306 0.2 0.9 -0.8
C 1.54113 -1.59408 -3.27011 -1.1 0.1 0.3
H 0.65131 0.88516 0.09433 -0.3 -0.5 -0.1
H -0.10700 -0.46561 0.99417 0.1 0.0 -0.7
H -0.99502 0.33028 -0.34274 0.3 0.0 0.3
H 1.09463 1.20573 -2.89071 0.5 0.3 0.1
H 2.72210 0.45858 -2.84162 -0.3 0.5 0.4
H 2.02447 1.18405 -1.35962 -0.2 -0.6 -0.3
H 2.32370 -2.34795 -3.08069 -0.3 0.4 0.4
H 1.86558 -0.95278 -4.10681 -0.2 -0.4 0.4
H 0.61471 -2.11509 -3.56489 0.5 0.1 0.1
O -0.10448 1.44279 -6.47637 0.7 1.0 0.3
H -0.44756 2.35616 -6.34868 0.4 -1.0 -0.1
H 0.86926 1.52521 -6.36114 -1.1 0.0 -0.1
```
Forces are in eV/Å.

Strongest force on any atom: 1.248 eV/Å
HOMO level: -9.1 eV
HOMO-LUMO gap: 9.6 eV
Relative energy (zero: lowest compared OMol25 entry of this formula, charge and spin): 98.94 kJ/mol
Structure (SMILES): CC(=O)N(C)C.O

Question: The highest relative energy (zero: lowest compared OMol25 entry of this formula, charge and spin) belongs to which entry?
Answer: C20H28N4O4